Record 1
This record from the Open Molecules 2025 dataset describes a molecular structure, C14H17N3O4 in a non-equilibrium geometry. The level of theory is wB97M-V/def2-TZVPD.

maximum force: 8.0 eV/Å
energy: -1008.57860 Eh
relative energy (zero: lowest compared OMol25 entry of this formula, charge and spin): 11.496 eV
frontier orbital gap: 7.67 eV
multiplicity: 1
HOMO energy: -8.03 eV

Positions of all 38 atoms, in Å:
C 4.500 0.154 -0.167
C 2.948 -0.222 -0.588
C 4.963 -1.123 0.630
C 0.675 0.523 -0.853
C -0.058 1.653 -1.095
C -0.034 -0.415 0.229
C -1.406 -0.819 0.057
C -1.516 -2.041 -0.581
C -2.704 -0.161 0.418
C -3.662 -1.156 -0.197
C -3.081 1.026 1.277
C -5.011 -0.806 0.074
C -4.543 1.209 1.355
C -5.364 0.282 0.838
H 4.195 2.260 0.343
H 4.834 0.908 1.856
H 5.098 0.059 -1.015
H 4.662 -1.903 -0.100
H 6.111 -1.041 1.223
H 4.970 -1.545 2.797
H 2.380 1.581 0.263
H 1.052 -0.128 -1.822
H 0.287 0.208 1.078
H 0.770 -1.221 0.370
H -0.719 -2.583 -1.313
H -3.341 -2.755 -1.756
H -2.318 1.466 2.138
H -6.038 -1.531 -0.048
H -4.920 2.092 1.829
H -6.454 0.379 1.394
H -0.321 3.412 -0.224
N 4.797 1.279 0.633
N 2.038 0.720 -0.299
N -3.000 -2.273 -0.747
O 2.769 -1.284 -1.226
O 4.074 -1.349 1.787
O -0.785 1.796 -2.104
O 0.024 2.541 -0.019


Record 2
This record from the Open Molecules 2025 dataset describes a molecular structure, C53H121N5O14 in a non-equilibrium geometry. The level of theory is wB97M-V/def2-TZVPD.

maximum force: 14.9 eV/Å
energy: -3417.65901 Eh
relative energy (zero: lowest compared OMol25 entry of this formula, charge and spin): 28.551 eV
frontier orbital gap: 5.76 eV
multiplicity: 1
HOMO energy: -5.76 eV

Positions of all 193 atoms, in Å:
O 2.958 1.139 -4.216
H 2.138 1.646 -4.228
H 3.496 1.531 -4.913
C -0.669 2.842 -1.598
C -1.922 2.026 -1.524
C -2.697 2.374 -0.262
C -4.152 1.930 -0.313
C -4.807 2.503 -1.568
C -4.169 2.038 -2.918
N -2.722 2.207 -2.802
O -1.950 1.770 -3.919
C -4.648 0.619 -3.238
C -4.703 3.056 -3.912
C -1.635 0.503 -1.403
H 0.085 2.436 -2.275
H -0.230 2.775 -0.592
H -0.685 3.932 -1.664
H -2.408 1.849 0.656
H -2.590 3.428 0.008
H -4.735 2.321 0.526
H -4.393 0.863 -0.273
H -4.745 3.586 -1.429
H -5.867 2.243 -1.564
H -3.807 -0.072 -3.161
H -5.531 0.337 -2.669
H -4.890 0.516 -4.302
H -4.400 4.092 -3.784
H -4.508 2.714 -4.935
H -5.798 3.030 -3.881
H -2.469 -0.146 -1.684
H -1.125 0.318 -0.461
H -1.093 0.161 -2.298
H -1.585 2.630 -4.158
C -1.344 -3.527 5.058
C -0.665 -2.264 4.529
C -1.290 -0.983 5.141
C -0.747 -0.713 6.501
C 0.806 -0.687 6.475
C 1.546 -1.831 5.812
N 0.791 -2.256 4.654
O 1.447 -3.244 3.893
C 2.976 -1.369 5.490
C 1.667 -3.042 6.792
C -0.956 -2.117 3.007
H -1.326 -3.555 6.147
H -0.760 -4.344 4.627
H -2.367 -3.641 4.701
H -1.061 -0.146 4.474
H -2.380 -1.064 5.128
H -1.084 -1.505 7.190
H -1.149 0.087 7.129
H 0.996 -0.737 7.560
H 1.134 0.358 6.501
H 3.597 -2.230 5.248
H 2.922 -0.603 4.717
H 3.429 -0.968 6.399
H 1.247 -2.961 7.800
H 1.237 -3.977 6.423
H 2.682 -3.381 7.034
H -0.431 -2.847 2.395
H -0.591 -1.123 2.739
H -2.018 -2.106 2.755
H 1.622 -2.786 3.061
C -3.540 5.093 3.129
C -2.223 4.306 3.301
C -2.132 3.603 4.648
C -2.915 2.288 4.770
C -2.596 1.349 3.602
C -2.680 2.026 2.233
N -1.993 3.346 2.218
O -1.773 3.892 0.956
C -1.943 1.094 1.259
C -4.139 2.279 1.810
C -1.089 5.310 3.343
H -4.405 4.887 3.765
H -3.922 4.836 2.139
H -3.479 6.183 3.082
H -1.091 3.302 4.819
H -2.294 4.221 5.533
H -3.988 2.480 4.852
H -2.615 1.837 5.719
H -3.364 0.581 3.717
H -1.612 0.888 3.687
H -1.917 1.461 0.218
H -0.870 1.058 1.452
H -2.338 0.124 0.948
H -4.277 3.019 1.024
H -4.683 1.359 1.578
H -4.626 2.688 2.698
H -0.117 4.820 3.308
H -1.113 5.986 4.201
H -1.189 6.034 2.527
H -1.073 3.338 0.579
C 7.291 1.705 -3.617
C 6.779 2.633 -2.527
C 5.267 2.384 -2.357
C 4.993 1.143 -1.542
C 5.731 1.168 -0.219
C 7.256 1.441 -0.277
N 7.442 2.571 -1.201
O 8.682 3.215 -1.146
C 7.717 1.809 1.131
C 7.995 0.116 -0.698
C 6.945 4.060 -3.043
H 7.246 0.650 -3.341
H 8.354 1.825 -3.854
H 6.754 1.874 -4.550
H 4.865 3.226 -1.781
H 4.650 2.400 -3.257
H 5.291 0.242 -2.093
H 3.949 0.910 -1.317
H 5.756 0.213 0.310
H 5.328 1.965 0.410
H 8.746 2.164 1.045
H 7.111 2.614 1.547
H 7.742 0.991 1.851
H 7.713 -0.264 -1.680
H 9.077 0.245 -0.662
H 7.692 -0.668 -0.003
H 6.508 4.794 -2.361
H 6.287 4.288 -3.889
H 7.977 4.249 -3.328
H 9.311 2.588 -1.542
C -1.810 -2.790 -3.307
C -2.523 -3.664 -2.256
C -1.649 -3.540 -1.002
C -2.227 -4.140 0.281
C -3.590 -3.413 0.452
C -4.514 -3.588 -0.753
N -3.812 -3.051 -1.950
O -4.640 -2.899 -3.067
C -5.216 -4.959 -0.846
C -5.650 -2.613 -0.470
C -2.606 -5.105 -2.758
H -2.391 -2.683 -4.230
H -0.922 -3.334 -3.624
H -1.687 -1.745 -3.021
H -0.714 -4.108 -1.097
H -1.334 -2.505 -0.854
H -1.609 -4.105 1.173
H -2.530 -5.188 0.191
H -3.507 -2.373 0.766
H -4.123 -3.916 1.268
H -5.004 -5.461 -1.788
H -5.020 -5.552 0.051
H -6.307 -4.916 -0.827
H -5.225 -1.601 -0.404
H -6.398 -2.424 -1.242
H -6.102 -2.817 0.501
H -3.299 -5.214 -3.599
H -2.899 -5.926 -2.108
H -1.618 -5.266 -3.198
H -4.492 -1.979 -3.298
C 0.007 -2.401 0.188
C 0.218 -1.584 -1.078
O 0.874 -0.343 -0.846
O 0.148 -1.698 1.420
H 0.971 -2.939 0.169
H -0.783 -3.144 0.217
H -0.761 -1.424 -1.556
H 0.777 -2.161 -1.816
H 1.304 -0.085 -1.671
H 0.802 -1.007 1.266
C 1.307 -1.599 -5.320
C 0.066 -0.679 -5.429
O -0.348 -0.328 -6.728
O 1.050 -2.895 -5.818
H 1.516 -1.603 -4.251
H 2.169 -1.129 -5.797
H 0.216 0.204 -4.795
H -0.698 -1.194 -4.835
H -1.308 -0.340 -6.751
H 0.936 -2.899 -6.772
C 2.506 -5.194 -2.008
C 1.608 -4.984 -3.216
O 2.476 -4.424 -4.205
O 2.883 -3.863 -1.631
H 3.350 -5.839 -2.250
H 1.972 -5.513 -1.112
H 0.684 -4.437 -3.026
H 1.275 -6.000 -3.478
H 1.870 -4.003 -4.849
H 3.339 -3.462 -2.381
C 2.224 4.105 0.754
C 2.127 2.771 0.018
O 0.794 2.413 -0.296
O 1.747 5.138 -0.101
H 3.272 4.316 0.984
H 1.699 4.160 1.714
H 2.538 2.036 0.721
H 2.627 2.808 -0.953
H 0.730 1.475 -0.530
H 1.092 4.741 -0.685


Record 3
This record from the Open Molecules 2025 dataset describes a molecular structure, C35H35AsN6OS3SbSe4V in a non-equilibrium geometry. The level of theory is wB97M-V/def2-TZVPD.

maximum force: 5.2 eV/Å
expectation value of S²: 0.793
total charge: -1
energy: -15978.87619 Eh
relative energy (zero: lowest compared OMol25 entry of this formula, charge and spin): 0.000 eV
frontier orbital gap (spin up / spin down): 4.71 / 4.77 eV
multiplicity: 2
HOMO energy (spin up / spin down): -3.48 / -3.48 eV

Positions of all 87 atoms, in Å:
V -0.761 1.106 -1.247
C 0.038 -2.016 -4.115
C 0.172 -0.848 -3.203
N -0.813 -0.397 -2.537
N -1.993 -1.128 -2.518
C -3.012 -0.406 -2.104
N -4.256 -0.951 -1.987
S -2.828 1.300 -1.828
C 1.387 -0.030 -3.076
C 2.469 -0.128 -3.931
C 3.449 0.852 -3.896
C 3.312 1.906 -3.016
C 2.242 1.887 -2.134
N 1.330 0.923 -2.122
H -0.488 -1.713 -5.022
H 1.012 -2.417 -4.391
H -0.556 -2.796 -3.645
H -4.390 -1.814 -2.498
H -5.006 -0.290 -2.108
H 2.501 -0.926 -4.661
H 4.287 0.823 -4.581
H 3.978 2.754 -3.025
H 2.085 2.697 -1.439
C -2.595 4.954 0.306
C -3.013 3.804 1.163
N -2.941 2.555 0.832
C -3.438 1.720 1.806
C -3.870 2.365 2.927
S -3.679 4.050 2.756
C -3.543 0.251 1.634
C -4.430 -0.484 2.358
S -4.302 -2.133 1.970
C -3.065 -1.753 0.823
N -2.773 -0.494 0.749
C -2.482 -2.867 0.014
H -1.803 4.635 -0.364
H -2.233 5.803 0.884
H -3.416 5.296 -0.326
H -4.264 1.927 3.831
H -5.148 -0.128 3.078
H -2.343 -3.750 0.640
H -1.525 -2.587 -0.415
H -3.149 -3.126 -0.808
C 4.483 1.105 2.156
C 3.385 0.977 2.993
C 2.193 0.441 2.513
C 2.080 0.018 1.193
C 3.197 0.139 0.367
C 4.383 0.688 0.836
As 0.512 -0.943 0.449
C 1.654 -2.540 0.135
C 2.607 -2.943 1.081
C 3.476 -3.990 0.817
C 3.412 -4.663 -0.402
C 2.461 -4.294 -1.337
C 1.590 -3.239 -1.064
C -0.263 -1.529 2.164
C -0.289 -2.873 2.540
C -0.836 -3.263 3.760
C -1.384 -2.315 4.612
C -1.394 -0.977 4.234
C -0.837 -0.591 3.024
H 5.414 1.509 2.532
H 3.448 1.289 4.028
H 1.367 0.335 3.199
H 3.165 -0.242 -0.643
H 5.229 0.778 0.166
H 2.673 -2.428 2.032
H 4.207 -4.275 1.563
H 4.102 -5.471 -0.612
H 2.391 -4.817 -2.283
H 0.854 -2.962 -1.807
H 0.130 -3.627 1.887
H -0.836 -4.310 4.036
H -1.811 -2.617 5.561
H -1.846 -0.232 4.877
H -0.870 0.453 2.736
C 0.246 2.892 0.966
O -0.227 1.773 0.264
H 1.167 2.658 1.500
H -0.502 3.237 1.684
H 0.443 3.711 0.264
Se -0.770 5.140 -5.621
Sb 0.090 4.935 -3.357
Se -0.731 2.862 -2.275
Se 2.550 4.864 -3.504
Se -0.460 6.911 -2.039


Record 4
This record from the Open Molecules 2025 dataset describes a molecular structure, C18H19N3O2 in a non-equilibrium geometry. The level of theory is wB97M-V/def2-TZVPD.

maximum force: 18.4 eV/Å
energy: -1011.53125 Eh
relative energy (zero: lowest compared OMol25 entry of this formula, charge and spin): 16.330 eV
frontier orbital gap: 8.51 eV
multiplicity: 1
HOMO energy: -8.71 eV

Positions of all 42 atoms, in Å:
C 0.758 3.893 -1.046
C 1.521 2.658 -0.582
C 1.215 2.291 0.665
C 1.683 1.011 1.156
C 2.555 0.139 0.261
C 2.812 0.713 -0.792
C 2.202 1.830 -1.167
H 2.537 2.331 -2.442
H 3.538 0.299 -1.544
C 3.109 -1.039 0.910
H 3.101 -0.762 2.026
H 3.951 -1.097 0.392
C 2.151 -2.346 0.437
C 0.757 -1.728 1.086
O 0.307 -1.923 2.039
N -0.054 -1.392 0.075
C 0.727 -1.677 -1.207
O 0.288 -1.148 -2.237
C 2.047 -2.202 -1.019
H 2.753 -1.901 -1.429
H 1.707 -3.353 -1.326
C -1.349 -0.625 0.205
N -1.370 0.268 1.083
C -2.595 0.829 1.291
C -3.550 0.694 -0.041
C -3.218 -0.398 -0.800
N -2.123 -1.235 -0.854
C -4.286 -0.632 -1.844
H -4.921 0.054 -2.065
H -5.025 -1.501 -1.294
H -3.827 -1.198 -2.685
H -4.526 1.012 0.134
C -2.652 1.811 2.242
H -3.656 1.505 2.710
H -2.694 2.715 1.818
H -1.823 1.856 2.963
H 2.516 -3.068 0.861
H 1.357 0.712 2.433
H 0.334 2.789 1.320
H 0.266 4.683 -0.236
H 1.462 4.360 -1.628
H -0.309 3.680 -1.474


Record 5
This record from the Open Molecules 2025 dataset describes 2 unconnected molecules or ions with the total composition C2H5N2O2 in a non-equilibrium geometry. The level of theory is wB97M-V/def2-TZVPD.

maximum force: 2.1 eV/Å
total charge: -1
energy: -339.25660 Eh
relative energy (zero: lowest compared OMol25 entry of this formula, charge and spin): 0.518 eV
frontier orbital gap: 9.05 eV
multiplicity: 1
HOMO energy: -4.62 eV

Positions of all 11 atoms, in Å:
N -0.923 -0.882 -0.007
C -1.567 0.113 -0.693
N -2.279 -0.037 -1.770
H -1.073 -1.819 -0.335
H 0.055 -0.580 0.116
H -1.245 1.128 -0.445
H -2.270 0.899 -2.169
O 1.802 -0.799 1.179
C 1.714 0.452 1.132
O 1.272 1.148 0.202
H 2.063 0.958 2.069


Record 6
This record from the Open Molecules 2025 dataset describes a molecular structure, C4H9CuO3 in a non-equilibrium geometry. The level of theory is wB97M-V/def2-TZVPD.

maximum force: 5.4 eV/Å
expectation value of S²: 0.756
total charge: +1
energy: -2023.59758 Eh
relative energy (zero: lowest compared OMol25 entry of this formula, charge and spin): 1.585 eV
frontier orbital gap (spin up / spin down): 7.29 / 5.47 eV
multiplicity: 2
HOMO energy (spin up / spin down): -13.00 / -13.00 eV

Positions of all 17 atoms, in Å:
O 0.856 0.727 1.504
C -0.202 0.819 0.639
C 0.124 0.412 -0.787
C -1.097 0.395 -1.708
C -2.030 -0.753 -1.446
O -3.236 -0.656 -1.422
H 1.334 -0.841 2.480
H -0.652 1.834 0.700
H -1.000 0.189 1.098
H 0.602 -0.581 -0.787
H 0.854 1.125 -1.196
H -1.655 1.340 -1.666
H -1.546 -1.726 -1.195
H -0.746 0.255 -2.744
Cu 3.192 0.555 1.339
O 2.490 -1.082 2.664
H 2.712 -2.012 2.526


- The lowest relative energy (zero: lowest compared OMol25 entry of this formula, charge and spin) belongs to which entry?
  C35H35AsN6OS3SbSe4V


- Which value of energy does entry 3 give?
  -15978.87619 Eh


- What is the maximum force in the third record?
  5.2 eV/Å


- Which value of energy does entry 3 give?
  -15978.87619 Eh